DFT (ωB97M-V/def2-TZVPD) results for a cluster of 2 separate species, C23H44N2O6 in total in a non-equilibrium geometry.

Geometry as XYZ:
```
75
Properties=species:S:1:pos:R:3:lowdin_charge:R:1
C -3.8444 -2.3742 6.9717 0.0345
C -4.6616 -1.3408 7.1794 -0.0626
C -4.2955 -0.0192 6.5841 -0.5144
O -3.9282 0.8707 7.2309 0.1890
O -4.4376 0.1177 5.2062 -0.0254
C -3.1663 0.2622 4.5578 -0.1988
C -3.4255 0.3763 3.0552 -0.1608
C -2.0682 0.5570 2.3621 -0.2154
C -2.1559 1.1047 0.9297 -0.1992
C -0.7735 1.6539 0.5266 -0.1631
C -0.7360 1.8851 -0.9848 -0.1145
N 0.6528 1.9917 -1.5581 -0.0412
C 0.5652 1.8736 -3.0547 -0.0982
C 1.0362 0.5199 -3.6082 -0.1280
C 0.6331 -0.7396 -2.7959 -0.3528
C 1.7353 -1.7831 -3.0896 -0.0644
C -0.7115 -1.3606 -3.2610 -0.1462
C -1.7765 -1.5694 -2.1626 -0.1816
C -1.2442 -2.0929 -0.8302 -0.0983
C -0.2129 -2.9461 -0.6401 -0.3419
C 0.9062 -2.5082 0.2836 -0.0471
C -0.0810 -4.3226 -1.2438 -0.0327
C 1.1576 3.3578 -1.2448 -0.1805
O 2.4988 3.4037 -1.5964 -0.1200
C 3.2357 4.3971 -0.8812 -0.1806
C 4.3339 3.7946 0.0294 -0.1996
C 4.2221 2.2594 0.1697 -0.0919
H -3.4352 -2.9455 7.7993 0.0688
H -3.5365 -2.6610 5.9677 0.0724
H -5.6017 -1.3909 7.7197 0.1154
H -2.6749 1.1817 4.8884 0.1278
H -2.5117 -0.6002 4.7246 0.1296
H -3.8947 -0.5349 2.6827 0.1245
H -4.0502 1.2537 2.8816 0.1205
H -1.5303 -0.3979 2.3122 0.1106
H -1.4300 1.2263 2.9508 0.1166
H -2.9016 1.9083 0.9447 0.1199
H -2.5224 0.3737 0.2099 0.0928
H -0.6962 2.6307 1.0099 0.1159
H 0.0075 0.9713 0.8717 0.1217
H -1.2404 1.0841 -1.5219 0.1092
H -1.2551 2.8080 -1.2460 0.1453
H 1.3217 1.3437 -1.1323 0.1831
H 1.1453 2.6475 -3.5545 0.1323
H -0.4688 2.0272 -3.3625 0.1334
H 0.5648 0.4149 -4.5887 0.1242
H 2.1100 0.5025 -3.8010 0.1226
H 0.6870 -0.5412 -1.7184 0.1005
H 1.7945 -1.8479 -4.1821 0.1015
H 2.7178 -1.4771 -2.7287 0.0924
H 1.4360 -2.7697 -2.7594 0.0504
H -0.5319 -2.2916 -3.7977 0.1212
H -1.1490 -0.6650 -3.9892 0.1069
H -2.3950 -0.6798 -2.0313 0.0837
H -2.4769 -2.3287 -2.5541 0.1116
H -1.7447 -1.7261 0.0676 0.0877
H 1.7241 -2.0548 -0.2722 0.0788
H 1.2405 -3.3560 0.8904 0.0790
H 0.4845 -1.7908 1.0044 0.0658
H -1.0319 -4.6912 -1.6222 0.0816
H 0.1954 -4.9839 -0.4161 0.0887
H 0.7267 -4.4108 -1.9785 0.0806
H 1.0882 3.4966 -0.1603 0.1409
H 0.5724 4.1239 -1.7625 0.1601
H 3.7319 5.0133 -1.6320 0.1248
H 2.6039 5.0656 -0.2891 0.1219
H 5.3211 4.0569 -0.3476 0.1052
H 4.2707 4.1937 1.0433 0.1041
H 5.0288 1.9127 0.8130 0.0788
H 3.3011 2.0300 0.7184 0.0662
H 4.2426 1.7730 -0.8015 0.0762
N 4.3311 -3.8197 -3.8488 -0.6616
O 3.5809 -4.2281 -4.7583 -0.0962
O 5.3427 -3.1494 -4.1237 -0.0887
O 4.0497 -4.0660 -2.6548 -0.1129
```

- Net charge: 0
- Energy: -39819.00901 eV
- Max |F|: 4.4 eV/A
- HOMO: -6.23 eV
- Relative energy (zero: lowest compared OMol25 entry of this formula, charge and spin): 8.743 eV

DFT (ωB97M-V/def2-TZVPD) results for a structure of composition C23H44NP3RuS in a non-equilibrium geometry.

Geometry as XYZ:
```
73
Properties=species:S:1:pos:R:3:lowdin_spin:R:1
Ru -0.3088 0.6533 0.2575 1.3585
P 1.4075 1.8623 0.9851 0.0720
P -1.4856 0.9292 2.0612 0.1037
P -1.2186 2.4075 -0.6856 0.0547
H -0.1966 -1.6865 -5.1602 0.0019
C -0.1171 -0.6175 -4.9994 0.2159
C 1.0736 -0.0207 -4.9904 0.2959
H 1.9786 -0.6147 -5.2658 0.0082
C 2.9342 0.9331 1.4248 0.0208
C 1.2668 3.0168 2.4184 -0.0054
C 2.1956 2.9535 -0.2753 0.0448
C -2.9772 -0.1102 1.9223 0.0403
C -0.9969 0.3870 3.7489 0.0096
C -2.3076 2.4464 2.7011 0.0267
C -0.6215 2.6067 -2.3958 0.0379
C -1.2255 4.1511 -0.0894 -0.0051
C -3.0042 2.0958 -0.9187 0.0169
H -1.0338 -0.0215 -4.9839 0.0041
H 1.1838 1.0771 -4.9391 0.0077
H 3.0308 0.0726 0.7519 0.0035
H 2.9043 0.6038 2.4696 0.0005
H 3.8017 1.5914 1.2881 0.0025
H 0.9968 2.4706 3.3319 -0.0001
H 0.5319 3.8086 2.2259 0.0000
H 2.2501 3.4851 2.5739 -0.0008
H 2.4306 2.3460 -1.1572 0.0043
H 3.1381 3.3215 0.1525 0.0069
H 1.5623 3.8039 -0.5506 0.0000
H -3.5982 0.1560 2.7796 0.0079
H -2.7043 -1.1626 1.9777 -0.0002
H -3.5241 0.0676 0.9970 0.0020
H -1.7596 0.7912 4.4189 0.0018
H -0.0318 0.7701 4.0718 0.0005
H -1.0135 -0.6960 3.8452 0.0006
H -2.7885 2.1077 3.6197 0.0042
H -3.0858 2.8382 2.0532 0.0001
H -1.6020 3.2314 2.9593 0.0006
H -1.1548 3.4327 -2.8826 0.0051
H -0.7944 1.6854 -2.9649 0.0004
H 0.4505 2.8324 -2.3982 0.0008
H -1.7547 4.7709 -0.8225 -0.0007
H -0.2168 4.5558 0.0181 0.0000
H -1.7401 4.2423 0.8699 -0.0001
H -3.3736 2.7152 -1.7433 0.0015
H -3.5727 2.3310 -0.0128 -0.0001
H -3.1490 1.0407 -1.1703 0.0010
C 1.7604 -1.8222 -2.4780 0.1463
C 0.5247 -1.2033 -2.2958 0.2145
C -0.6306 -1.9765 -2.5599 0.2079
C -0.5838 -3.3889 -2.6421 0.0966
C 0.6581 -4.0301 -2.4831 0.0777
C 1.8123 -3.2283 -2.4692 0.2027
S 3.3232 -1.0043 -2.7929 0.5241
H 2.9041 -0.2559 -3.8164 0.0253
H 0.4951 -0.1074 -2.1279 0.0353
H -1.6029 -1.4965 -2.7747 0.0024
H -1.5290 -3.9465 -2.8676 0.0013
H 0.7719 -5.1111 -2.4367 0.0013
H 2.8094 -3.6721 -2.4712 0.0059
C 0.9706 -5.3576 2.4044 0.0032
C 0.6530 -3.9407 2.0279 0.0167
C 1.2814 -2.8686 2.6599 0.0067
C 1.0191 -1.5737 2.2272 0.0136
N 0.1587 -1.3109 1.2120 0.0345
C -0.6138 -2.3259 0.7753 0.0238
C -0.3104 -3.6518 1.0539 0.0015
H 2.0363 -5.4651 2.6430 0.0005
H 0.3864 -5.6559 3.2889 0.0014
H 0.7240 -6.0320 1.5759 0.0002
H 1.9915 -3.0183 3.4814 0.0000
H 1.4903 -0.7250 2.7334 0.0001
H -1.4734 -2.0717 0.1444 0.0050
H -0.8065 -4.4221 0.4699 0.0001
```

- Multiplicity: 5
- Net charge: +4
- Energy: -67292.89883 eV
- Max |F|: 5.2 eV/A
- HOMO (alpha / beta): -17.81 / -20.61 eV
- <S²>: 6.0312
- Relative energy (zero: lowest compared OMol25 entry of this formula, charge and spin): 3.478 eV